{
  "formula": "C27H33F8O28P",
  "method": "the ωB97M-V functional and the def2-TZVPD basis",
  "species": ["O", "C", "O", "C", "C", "F", "O", "H", "H", "H", "O", "C", "O", "C", "C", "F", "O", "H", "H", "H", "O", "C", "O", "C", "C", "F", "O", "H", "H", "H", "O", "C", "O", "C", "C", "F", "O", "H", "H", "H", "O", "C", "O", "C", "C", "F", "O", "H", "H", "H", "O", "C", "O", "C", "C", "F", "O", "H", "H", "H", "O", "C", "O", "C", "C", "F", "O", "H", "H", "H", "O", "C", "O", "C", "C", "F", "O", "H", "H", "H", "C", "O", "P", "O", "O", "C", "O", "C", "H", "H", "H", "H", "H", "H", "H", "H", "H"],
  "positions_angstrom": [[-0.4545, 2.5102, -1.8244], [-0.6259, 3.4362, -1.0852], [0.0873, 4.5549, -0.9530], [-0.3583, 5.2750, 0.1794], [-1.6073, 4.5183, 0.6515], [-2.7160, 5.2681, 0.7213], [-1.7745, 3.5311, -0.3445], [0.3415, 5.1811, 1.0081], [-0.6273, 6.3145, 0.0034], [-1.4182, 3.9386, 1.5575], [7.3612, -0.7095, 2.2151], [6.2331, -0.9111, 1.8476], [5.6609, 0.0214, 1.0178], [4.5003, -0.5311, 0.3882], [4.3160, -1.9119, 1.1138], [4.2108, -2.9762, 0.3211], [5.6160, -2.0427, 1.7623], [3.8029, 0.2399, 0.7122], [4.5746, -0.7239, -0.6791], [3.6631, -1.8928, 1.9861], [-0.1110, -3.9014, 7.5159], [-0.1185, -3.9415, 6.3168], [-0.1380, -5.0779, 5.5596], [0.4506, -4.7484, 4.2834], [-0.1616, -3.3333, 4.1357], [-1.4361, -3.4338, 3.6687], [-0.1349, -2.8920, 5.4852], [1.5354, -4.7625, 4.1855], [-0.0129, -5.5306, 3.6852], [0.4793, -2.7859, 3.4487], [1.4812, -0.3670, 2.2355], [0.4890, -0.4511, 1.5755], [-0.3294, 0.5554, 1.2856], [-1.3734, 0.1835, 0.3478], [-1.3708, -1.3476, 0.6030], [-1.4827, -1.9600, -0.6348], [-0.1085, -1.5854, 1.1198], [-2.2961, 0.7291, 0.5195], [-0.9414, 0.4017, -0.6288], [-2.1666, -1.7243, 1.2428], [-5.3834, -2.7190, -5.3485], [-4.4624, -2.9275, -4.6278], [-3.5031, -1.9882, -4.3916], [-2.5010, -2.5204, -3.5090], [-2.7232, -3.9740, -3.7374], [-2.3802, -4.6600, -2.6243], [-4.1217, -4.0906, -4.0085], [-1.5199, -2.1270, -3.7689], [-2.7079, -2.2210, -2.4822], [-2.0901, -4.4363, -4.5002], [4.1023, 5.5023, 4.0258], [3.8857, 4.6431, 3.2315], [4.1884, 3.3266, 3.3787], [3.7115, 2.6718, 2.2184], [2.5649, 3.5598, 1.7146], [1.3490, 3.2495, 2.1856], [3.0438, 4.7928, 2.1987], [4.4853, 2.4703, 1.4750], [3.3046, 1.6673, 2.3634], [2.5799, 3.4198, 0.6320], [-1.8522, 0.2983, 3.8403], [-3.0464, 0.1988, 3.7465], [-3.8850, 1.0375, 3.1202], [-5.2219, 0.5900, 3.1759], [-5.1053, -0.6497, 4.0635], [-5.1652, -1.7576, 3.2607], [-3.7970, -0.5655, 4.5568], [-5.7979, 1.4100, 3.6018], [-5.6133, 0.2768, 2.2091], [-5.8576, -0.9025, 4.8101], [-5.9896, 3.0573, -4.8245], [-5.1024, 2.5246, -4.2319], [-5.2850, 1.8958, -3.0523], [-4.1122, 1.2351, -2.6278], [-3.0920, 1.6755, -3.7239], [-2.5443, 0.5873, -4.3028], [-3.8249, 2.4973, -4.5603], [-3.7839, 1.6658, -1.6755], [-4.1629, 0.1821, -2.3507], [-2.2474, 2.1847, -3.2568], [1.3808, -2.7165, -1.8717], [2.5907, -1.9467, -1.9473], [2.8293, -0.8373, -3.0338], [1.7425, -0.6040, -4.0137], [3.1715, 0.5541, -2.2486], [2.8130, 1.7875, -2.8507], [4.2423, -1.2545, -3.6241], [4.9882, -0.3943, -4.4712], [0.5188, -2.3372, -2.4243], [1.1975, -2.7622, -0.8038], [1.4859, -3.6415, -2.4408], [3.6456, 2.1818, -3.4332], [2.4110, 2.4725, -2.1042], [1.9725, 1.7475, -3.5463], [5.6467, -0.9792, -5.1071], [5.5872, 0.2101, -3.7849], [4.4010, 0.3216, -5.0476]],
  "homo_lumo_gap_ev": 10.753,
  "e_lumo_ev": -0.31,
  "homo_energy_ev": -11.063,
  "charge": 0,
  "de_lowest_kcal_mol": 55.2
}

---

{
  "formula": "C27H33FN4O4Pt",
  "method": "the ωB97M-V functional and the def2-TZVPD basis",
  "species": ["Pt", "C", "C", "N", "C", "C", "C", "O", "O", "C", "O", "C", "C", "C", "F", "C", "C", "C", "N", "C", "C", "N", "C", "C", "H", "H", "H", "H", "H", "H", "H", "H", "H", "H", "H", "H", "H", "H", "H", "H", "H", "H", "C", "N", "C", "C", "C", "C", "C", "C", "C", "C", "H", "H", "H", "H", "H", "H", "H", "H", "H", "H", "H", "H", "C", "C", "O", "H", "H", "H"],
  "positions_angstrom": [[-0.8174, 3.5153, 0.3549], [4.5288, -2.2774, -1.4785], [4.0439, -2.1114, -0.0393], [2.8265, -1.3403, 0.0672], [2.9341, 0.0171, 0.1711], [1.8837, 0.8463, 0.3648], [2.2409, 2.3320, 0.4262], [3.4089, 2.6083, 0.6975], [1.3421, 3.1618, 0.1636], [0.5680, 0.3144, 0.5670], [-0.4893, 1.0242, 0.8381], [0.4619, -1.1016, 0.4873], [-0.7761, -1.7586, 0.7344], [-0.9049, -3.1112, 0.5653], [-2.0963, -3.7102, 0.8566], [0.1507, -3.8837, 0.0970], [1.4036, -3.2550, -0.1253], [1.5836, -1.9128, 0.1449], [0.1226, -5.2942, -0.2829], [-1.1770, -5.9553, -0.4864], [-0.8951, -7.3029, -1.1928], [0.5247, -7.3512, -1.5128], [1.3422, -7.4080, -0.3089], [0.9608, -6.1917, 0.5612], [5.4649, -2.8307, -1.4900], [4.7021, -1.3040, -1.9279], [3.7978, -2.8072, -2.0843], [4.8147, -1.5903, 0.5348], [3.8937, -3.0893, 0.4258], [3.9276, 0.4325, 0.1069], [-1.6080, -1.1638, 1.0661], [2.2064, -3.8605, -0.5159], [-1.8147, -5.3092, -1.0907], [-1.6542, -6.1037, 0.4833], [-1.4552, -7.3626, -2.1270], [-1.2099, -8.1411, -0.5515], [0.5818, -5.3476, -1.2100], [0.7321, -8.1265, -2.1291], [2.3887, -7.3475, -0.6177], [1.2105, -8.3393, 0.2635], [1.8378, -5.6347, 0.8932], [0.3852, -6.4847, 1.4416], [0.9630, 5.7835, 1.3633], [-0.0159, 5.6273, 0.2954], [0.6306, 5.7290, -1.0077], [-1.1273, 6.5748, 0.4238], [-2.4762, 5.8919, 0.4789], [-3.5941, 6.7173, 0.4639], [-4.8592, 6.1935, 0.6379], [-4.9843, 4.8368, 0.8768], [-3.8689, 4.0149, 0.8664], [-2.5787, 4.4932, 0.6181], [1.4325, 6.7757, 1.3303], [1.7423, 5.0313, 1.2482], [0.4822, 5.6446, 2.3329], [1.0853, 6.7206, -1.1432], [-0.1049, 5.5491, -1.7945], [1.4124, 4.9736, -1.0746], [-1.1047, 7.2941, -0.4047], [-1.0070, 7.1502, 1.3517], [-3.4663, 7.7825, 0.3115], [-5.7297, 6.8337, 0.6085], [-5.9608, 4.4098, 1.0611], [-4.0203, 2.9692, 1.0851], [-2.7610, 1.1479, -0.2688], [-1.4103, 1.7832, -0.5440], [-0.8190, 1.6507, -1.5971], [-3.5328, 1.7475, -0.7475], [-2.9439, 1.0826, 0.7980], [-2.7527, 0.1507, -0.7101]],
  "homo_lumo_gap_ev": [4.864, 7.079],
  "e_lumo_ev": [-0.22, -0.24],
  "multiplicity": 3,
  "homo_energy_ev": [-5.079, -7.315],
  "charge": 0,
  "de_lowest_kcal_mol": 0.0
}

---

{
  "formula": "C27H33N3O4S",
  "method": "the ωB97M-V functional and the def2-TZVPD basis",
  "species": ["C", "O", "C", "C", "C", "C", "C", "N", "C", "C", "S", "C", "C", "O", "N", "C", "C", "N", "C", "C", "C", "C", "C", "C", "C", "C", "C", "C", "C", "C", "O", "C", "C", "O", "C", "H", "H", "H", "H", "H", "H", "H", "H", "H", "H", "H", "H", "H", "H", "H", "H", "H", "H", "H", "H", "H", "H", "H", "H", "H", "H", "H", "H", "H", "H", "H", "H", "H"],
  "positions_angstrom": [[2.4508, -3.8578, -4.1275], [1.9657, -3.8585, -2.8085], [1.9361, -2.6834, -2.1296], [2.4098, -1.4719, -2.6066], [2.3221, -0.3240, -1.8366], [1.7766, -0.3852, -0.5640], [1.7218, 0.7783, 0.2894], [1.6310, 0.7615, 1.5870], [1.6731, 2.0713, 1.9800], [1.6784, 2.4442, 3.4128], [0.2851, 1.6957, 4.3249], [-1.0144, 2.9102, 3.9437], [-1.2381, 3.2429, 2.4825], [-1.0806, 4.3928, 2.0992], [-1.6904, 2.2693, 1.6699], [-1.7376, 0.8614, 2.0030], [-2.5270, 0.0922, 0.9417], [-1.9734, 0.3134, -0.3683], [-1.7108, -0.7092, -1.2589], [-0.9193, -0.4908, -2.3926], [-0.6961, -1.5021, -3.3050], [-1.2156, -2.7667, -3.1109], [-1.9772, -3.0214, -1.9784], [-2.5145, -4.4004, -1.7392], [-2.2327, -1.9965, -1.0832], [-1.8024, 1.7028, -0.7618], [-2.6706, 2.0569, -1.9774], [-2.2171, 2.6385, 0.3740], [1.7686, 2.8595, 0.8661], [1.8045, 4.3286, 0.6682], [1.8082, 2.0318, -0.2122], [1.3049, -1.6039, -0.0657], [1.3677, -2.7461, -0.8345], [0.9190, -3.9705, -0.4525], [0.2767, -4.0752, 0.7942], [2.3468, -4.8830, -4.4796], [3.5062, -3.5680, -4.1712], [1.8651, -3.1930, -4.7706], [2.8491, -1.4070, -3.5892], [2.6912, 0.6140, -2.2216], [2.5683, 2.0456, 3.9017], [1.6300, 3.5241, 3.5429], [-0.7618, 3.8416, 4.4540], [-1.9274, 2.5004, 4.3776], [-2.2057, 0.7110, 2.9814], [-0.7162, 0.4633, 2.0471], [-2.4541, -0.9639, 1.1954], [-3.5886, 0.3798, 0.9832], [-0.4530, 0.4645, -2.5637], [-0.1012, -1.2900, -4.1822], [-1.0292, -3.5560, -3.8229], [-1.6865, -5.0927, -1.5908], [-3.0852, -4.7431, -2.6011], [-3.1565, -4.4303, -0.8618], [-2.8749, -2.2161, -0.2427], [-0.7449, 1.8854, -0.9985], [-2.4177, 1.4426, -2.8351], [-3.7197, 1.8911, -1.7414], [-2.5324, 3.1025, -2.2400], [-3.3131, 2.6657, 0.4374], [-1.8689, 3.6508, 0.1591], [0.8932, 4.7783, 1.0649], [1.8795, 4.5483, -0.3932], [2.6573, 4.7669, 1.1847], [0.8955, -1.6115, 0.9299], [-0.0244, -5.1179, 0.8836], [-0.6092, -3.4338, 0.8367], [0.9503, -3.8213, 1.6190]],
  "homo_lumo_gap_ev": 7.951,
  "e_lumo_ev": 0.60,
  "homo_energy_ev": -7.354,
  "charge": 0,
  "de_lowest_kcal_mol": 7.4
}